Density functional theory data (ωB97M-V/def2-TZVPD) for a cluster of 2 separate species, C38H66N5O4 in total.

Computed properties:
HOMO energy: -10.642 eV
net charge: +1
energy: -56096.5497 eV

Each line ends with the Löwdin charge.
Geometry (Å):
1 C 7.89767 -2.05230 0.82857  -0.13
2 O 8.42395 -0.75786 1.22519  -0.23
3 C 7.57658 0.30952 0.70547  -0.23
4 C 7.71791 0.42954 -0.89726  -0.18
5 C 7.72773 1.95708 -1.43658  -0.20
6 C 6.40884 2.34398 -2.27330  -0.21
7 C 5.92210 3.86408 -2.06872  -0.20
8 C 4.60472 3.99125 -1.14709  -0.21
9 C 3.30125 3.28825 -1.79826  -0.22
10 C 2.38506 4.30503 -2.65471  -0.19
11 C 1.00799 3.63804 -3.17324  -0.18
12 C -0.06421 3.80288 -1.94993  -0.14
13 C -1.31479 2.81933 -2.17426  -0.24
14 C -2.50100 3.78667 -2.75943  -0.12
15 C -3.13686 4.67911 -1.59207  -0.18
16 C -2.78425 4.28475 -0.08849  -0.14
17 C -2.01475 2.89860 0.16685  -0.24
18 C -2.61976 2.25345 1.49649  -0.13
19 C -3.16684 0.83805 1.73471  -0.03
20 C -3.69911 0.38784 3.12448  -0.03
21 C -3.72637 1.34760 4.36752  -0.05
22 C -3.17396 2.77821 4.13554  -0.06
23 C -2.64448 3.21232 2.75062  -0.02
24 N -1.76933 2.00139 -0.99985  -0.12
25 C -0.78375 0.95025 -0.51620  -0.12
26 C 0.44220 0.58170 -1.45827  -0.17
27 C 0.89980 -0.93533 -1.06988  -0.15
28 C 1.62144 -1.59189 -2.37506  -0.20
29 N 0.53281 -1.89172 -3.36802  -0.04
30 C 0.14333 -3.31534 -3.36843  -0.45
31 N -1.05550 -3.76122 -3.03836  0.11
32 N 1.12361 -4.37016 -3.81526  0.06
33 C -3.00598 1.26816 -1.52596  -0.20
34 C -2.70475 0.13216 -2.53566  0.06
35 C -3.95567 -0.61327 -3.13736  0.03
36 C -5.28017 -0.02209 -2.57852  -0.03
37 C -5.40447 1.11337 -1.55788  -0.06
38 N -4.25064 1.74944 -1.07058  0.12
39 H 8.08829 -2.86099 1.62557  0.10
40 H 6.76940 -2.01743 0.63880  0.09
41 H 8.43497 -2.42512 -0.12782  0.10
42 H 6.48993 0.15799 1.04020  0.12
43 H 7.94798 1.28388 1.19418  0.13
44 H 8.68361 -0.11196 -1.20525  0.12
45 H 6.85721 -0.17441 -1.36579  0.10
46 H 8.63558 2.03958 -2.14152  0.11
47 H 7.91048 2.64496 -0.54081  0.10
48 H 5.58585 1.58760 -1.98144  0.09
49 H 6.68376 2.21966 -3.39073  0.12
50 H 5.70955 4.40274 -3.05580  0.11
51 H 6.75841 4.43157 -1.50958  0.11
52 H 4.79965 3.45130 -0.14933  0.11
53 H 4.33872 5.08699 -0.89078  0.12
54 H 3.59368 2.34074 -2.36994  0.10
55 H 2.65380 2.94009 -0.90305  0.09
56 H 2.92511 4.77176 -3.54664  0.12
57 H 2.06780 5.13502 -1.91142  0.12
58 H 0.60233 4.10122 -4.13619  0.12
59 H 1.10722 2.51220 -3.35981  0.09
60 H 0.54932 3.57562 -0.99565  0.11
61 H -0.37849 4.91024 -1.93711  0.13
62 H -1.03605 2.19560 -3.10681  0.15
63 H -1.93522 4.51349 -3.46165  0.12
64 H -3.23954 3.22921 -3.42294  0.12
65 H -4.28527 4.64768 -1.72133  0.12
66 H -2.85087 5.78616 -1.75157  0.12
67 H -3.77846 4.24017 0.50055  0.12
68 H -2.21442 5.17637 0.37989  0.13
69 H -0.97562 3.26373 0.53612  0.16
70 H -3.14072 0.09130 0.87940  0.08
71 H -4.06907 -0.67534 3.28981  0.08
72 H -4.11634 1.04650 5.39233  0.09
73 H -3.17215 3.56034 4.97735  0.10
74 H -2.26909 4.29143 2.63926  0.10
75 H -1.31363 -0.04277 -0.24570  0.13
76 H -0.28440 1.23095 0.49196  0.16
77 H 0.27115 0.57204 -2.57780  0.09
78 H 1.33853 1.24085 -1.15865  0.10
79 H 1.54874 -0.97977 -0.13322  0.12
80 H -0.01488 -1.62012 -0.87799  0.12
81 H 2.06801 -2.60698 -2.04466  0.12
82 H 2.43010 -0.92378 -2.82126  0.13
83 H 0.89540 -1.71702 -4.32443  0.12
84 H -1.07600 -4.79335 -3.15043  0.06
85 H 1.82241 -3.88378 -4.39408  0.07
86 H 1.53970 -4.79466 -2.97517  0.08
87 H -1.69412 -0.21555 -2.91456  0.09
88 H -3.87462 -1.46225 -3.88685  0.11
89 H -6.24857 -0.48978 -2.97645  0.10
90 H -6.44523 1.46278 -1.23236  0.13
91 C -1.11994 -5.39252 5.65893  -0.11
92 O -2.50423 -5.68241 5.54659  -0.19
93 C -3.36114 -4.67922 6.07196  -0.18
94 C -4.29063 -4.04159 5.03286  -0.17
95 O -3.71390 -3.41560 3.89132  -0.14
96 C -2.93163 -4.20788 3.00430  -0.17
97 C -3.58899 -5.41675 2.32202  -0.18
98 O -4.09232 -6.38486 3.23248  -0.19
99 C -5.48320 -6.63036 3.13148  -0.11
100 H -0.69597 -5.96206 6.48908  0.09
101 H -0.62693 -5.71721 4.73901  0.08
102 H -0.91860 -4.32588 5.79412  0.09
103 H -2.79552 -3.90085 6.59654  0.12
104 H -3.99352 -5.16998 6.82136  0.13
105 H -4.83797 -3.24701 5.55321  0.13
106 H -5.06409 -4.73583 4.71433  0.09
107 H -2.00134 -4.49035 3.49219  0.09
108 H -2.62351 -3.52708 2.20388  0.12
109 H -2.81328 -5.91673 1.72904  0.13
110 H -4.35827 -5.07944 1.62010  0.12
111 H -6.01830 -5.83700 2.59472  0.09
112 H -5.89249 -6.70068 4.13687  0.08
113 H -5.64850 -7.58627 2.62795  0.09

Forces on the atoms, in the same order (eV/Å):
C 0.3038 -0.9451 -0.4366
O -1.8158 -0.3007 -0.5665
C 0.6263 0.6240 -0.2529
C -0.2379 -0.2226 0.1637
C 0.2999 -0.7392 -0.2415
C 0.3423 0.1506 -0.2198
C -0.2646 0.3494 0.8749
C -0.2486 -0.5957 -0.0504
C -0.3434 0.4504 0.5724
C -0.3746 -0.2637 0.0997
C -0.3258 -0.1632 1.1167
C 1.0655 -0.3361 -0.2191
C 0.5606 2.8117 -3.1721
C 1.1612 0.3845 0.2832
C -1.0375 0.5137 -0.5757
C -1.2132 0.5512 0.0304
C 0.0660 2.3907 3.2456
C -1.4120 -1.1095 3.9715
C 0.3141 2.0807 2.4346
C 1.0172 3.1675 0.4750
C 1.6985 1.3980 -4.3024
C -0.1153 -2.0026 -2.6862
C -1.0069 -2.7550 0.3230
N -0.9548 -0.9054 -0.1196
C 2.1343 -2.2375 1.0568
C 0.8558 -1.1360 1.1218
C -0.2110 -0.2447 -1.0675
C -0.2461 -0.7642 1.6160
N 0.3673 -1.0837 -0.7914
C -2.0598 -2.8247 0.3262
N 3.0101 1.8329 -0.4814
N -0.5777 2.4662 0.5840
C -2.1935 -2.2493 -1.7833
C -4.2859 0.1380 0.1934
C -0.0304 4.6723 4.0151
C 1.4513 -0.1086 -0.0287
C 2.6835 -1.9363 -2.1909
N 1.0599 -2.6416 -2.2660
H -0.1498 1.5471 -0.9622
H 1.4665 0.0373 0.2370
H -0.9688 0.6577 1.3640
H 1.3815 0.0944 -0.5186
H -0.4314 -1.5646 -0.6990
H -1.3577 0.8981 0.6015
H 1.2350 0.9763 0.4752
H -1.3727 0.1302 1.1934
H -0.3757 -0.7869 -1.2999
H 1.1488 1.2791 -0.6186
H -0.7074 -0.0689 1.8051
H 0.4392 -0.8508 1.2841
H -1.2386 -0.7580 -1.0876
H -0.1470 0.8419 -1.4204
H 0.5797 -1.6885 -0.5055
H -0.4324 1.4080 0.5688
H 0.9104 0.4535 -1.3976
H -0.4993 -0.6451 1.3845
H 0.6903 -1.0556 -1.3771
H 0.6089 -0.4574 1.3789
H 0.1797 1.5775 0.1594
H -1.1728 0.3268 -1.4007
H 0.3024 -1.7909 0.2827
H -0.5660 0.2942 2.1201
H -0.8749 -1.3857 1.0026
H 0.8015 0.6124 1.2458
H 1.8863 0.0057 0.2763
H -0.3729 -1.8246 0.2065
H 1.6847 -0.0599 -1.0455
H -0.5601 -1.7773 -0.7191
H -1.5219 -1.0227 -1.0625
H -0.2523 1.0052 1.4087
H 0.6040 1.5364 -0.4831
H 0.5948 0.3015 -1.7201
H 0.0177 -1.4465 -1.4688
H -0.6090 -1.8784 0.1930
H 0.4125 1.9809 -0.7876
H -1.2053 0.0997 -1.7215
H 0.0141 0.2448 1.4802
H -1.4637 -0.7847 -0.9487
H -0.7168 0.1990 -1.3437
H 1.3363 1.1968 -0.3087
H -0.2485 1.7854 -0.4675
H -1.1440 -0.8794 0.6030
H -0.3341 -0.0140 0.7896
H 0.2038 0.8637 -0.0828
H 0.0579 -0.7229 0.5977
H 0.0113 0.2164 -0.7381
H -1.2195 0.6849 0.9191
H -0.1722 1.3344 1.2168
H 1.5559 0.8346 0.7675
H 1.9427 -0.4695 -0.3998
C -0.1079 -0.3868 -0.0879
O 0.2064 0.6654 0.0851
C -0.1004 -0.1776 -0.1888
C -0.3271 -0.0403 0.1424
O 0.0519 -0.0577 -0.0444
C 0.2235 -0.0575 -0.0397
C 0.2132 -0.0625 0.3744
O -0.2429 0.5570 -0.4057
C 0.1119 -0.2212 -0.0386
H 0.1090 0.1295 0.0633
H 0.0003 -0.0326 0.0376
H -0.0646 -0.0358 0.0394
H 0.0971 -0.0418 -0.1420
H -0.1376 0.1951 -0.0274
H 0.1907 0.0624 -0.0415
H 0.1314 -0.2786 0.0061
H -0.0484 -0.2962 0.0940
H -0.1914 0.0530 -0.0341
H 0.0669 0.2081 -0.0686
H -0.1247 -0.0085 0.1396
H 0.1164 -0.0832 0.0605
H -0.0676 -0.0448 0.1135
H -0.1199 0.0466 -0.0658